{
  "formula": "C51H37Cl3CsF6GeN11O2",
  "method": "ωB97M-V with the def2-TZVPD basis set",
  "species": ["Cs", "Ge", "Cl", "Cl", "Cl", "F", "F", "F", "F", "F", "F", "O", "O", "N", "N", "N", "N", "N", "N", "N", "N", "N", "N", "N", "C", "C", "C", "C", "C", "C", "C", "C", "C", "C", "C", "C", "C", "C", "C", "C", "C", "C", "C", "C", "C", "C", "C", "C", "C", "C", "C", "C", "C", "C", "C", "C", "C", "C", "C", "C", "C", "C", "C", "C", "C", "C", "C", "C", "C", "C", "C", "C", "C", "C", "C", "H", "H", "H", "H", "H", "H", "H", "H", "H", "H", "H", "H", "H", "H", "H", "H", "H", "H", "H", "H", "H", "H", "H", "H", "H", "H", "H", "H", "H", "H", "H", "H", "H", "H", "H", "H", "H"],
  "coordinates": [[0.89934, 0.36562, -1.07658], [-2.34411, -0.84629, -0.80261], [-3.75436, 0.61065, -1.83542], [-2.40792, 0.21186, 1.34216], [-3.89410, -2.48954, -0.36951], [-0.65480, -3.23220, -5.59738], [2.30650, -1.74242, -4.64688], [-1.81262, -2.25907, -4.05352], [1.93840, -3.83154, -5.06769], [-0.30626, -1.14968, -5.12902], [2.74677, -3.23988, -3.15534], [0.46642, -1.77890, -2.53195], [-3.95155, -0.54773, 4.08860], [1.16417, 2.50879, 1.41951], [-0.65521, 3.05274, -1.82604], [0.96590, 2.05807, -3.80357], [0.63244, 2.68332, 3.52328], [-0.42552, -3.33068, 2.97738], [4.20390, -0.27742, -0.39952], [-0.96642, -3.66470, 1.78571], [-6.11639, -0.82616, 4.29564], [1.40467, 3.76359, 3.27250], [0.54807, -2.16966, 1.31007], [-5.81006, 0.49760, 4.59484], [-1.99177, 3.95036, 5.01456], [-1.44803, 2.68129, 4.84811], [4.48166, -1.52958, 0.05316], [-3.24534, -4.33054, 2.50952], [-2.02567, -4.64732, 1.67666], [5.28575, 4.15115, -1.79846], [0.02369, -4.12072, -2.92623], [-0.75649, 2.42717, -5.45013], [3.73539, -3.79470, 0.37647], [1.85156, -2.88537, -4.09939], [5.72697, -1.86080, 0.63422], [-0.36873, -2.97149, 0.80629], [0.44040, -2.73430, -3.46165], [3.45112, 2.36259, -0.98337], [4.76606, 1.98919, -0.84181], [-3.21027, 3.99499, -2.39368], [6.69051, -0.83211, 0.73378], [-4.53458, 0.61091, 4.46130], [1.31622, 1.40268, -6.07949], [-3.67227, 1.77312, 4.65532], [-0.26353, 2.49774, -4.13716], [-5.30249, -5.08984, 3.52101], [5.12441, 0.65164, -0.31106], [-1.11611, 3.04112, -3.09174], [-4.99938, -1.39850, 4.00177], [0.04429, 2.46655, 4.83565], [-0.57641, -2.34335, -4.57177], [5.95350, -3.18069, 1.08965], [-4.71801, -2.77229, 3.59462], [-2.39790, 3.50294, -3.42870], [3.48672, -2.52966, -0.07112], [-2.07476, 2.90644, -5.75137], [0.47447, -2.43287, 2.63758], [-4.12370, -5.35538, 2.83686], [4.97724, -4.12626, 0.96247], [-1.44932, 3.49387, -0.87584], [0.50027, 1.94791, 2.41182], [5.70313, 2.93674, -1.26992], [-2.74092, 3.98690, -1.10897], [-2.85711, 3.42581, -4.78520], [1.71662, 1.52730, -4.74088], [6.40015, 0.41286, 0.26626], [-3.36871, 4.12594, 5.00648], [-4.21399, 3.04108, 4.83130], [-2.29248, 1.59920, 4.66165], [-3.54665, -3.03368, 2.89223], [-5.60745, -3.79567, 3.90411], [2.97299, 3.53329, -1.49608], [0.07492, 1.85927, -6.43019], [1.69321, 3.61529, 1.99696], [3.93405, 4.45429, -1.91663], [2.68995, 1.16138, -4.42870], [-3.85901, 3.77289, -5.00795], [2.31528, 4.31713, 1.46475], [-1.33427, 4.80190, 5.14617], [1.97300, 0.93258, -6.79815], [-0.28714, 1.77280, -7.44803], [6.91041, -3.42468, 1.53685], [-6.51676, -3.56630, 4.44337], [-3.78595, 5.11618, 5.13556], [-3.35190, 4.31563, -0.27994], [-1.62934, -5.62472, 1.95814], [5.15114, -5.13660, 1.31072], [-5.98067, -5.89857, 3.76094], [-2.43086, 2.82702, -6.77166], [2.53264, -2.27379, -0.51139], [-1.88307, 0.60852, 4.50657], [-2.89354, -2.21348, 2.62429], [0.55111, 3.15840, 5.50468], [3.62504, 5.40077, -2.34362], [2.96869, -4.55355, 0.28373], [6.76232, 2.71435, -1.21799], [-0.97220, -4.02282, -2.49347], [-2.30954, -4.67188, 0.62304], [-4.21235, 4.33819, -2.62157], [1.10118, -1.95096, 3.37126], [-3.89032, -6.37340, 2.54435], [-0.10235, 1.05129, 2.35116], [7.11663, 1.21769, 0.35035], [-5.28872, 3.16274, 4.82082], [0.72617, -4.39798, -2.13988], [-1.05446, 3.44818, 0.13428], [7.65135, -1.04512, 1.18873], [6.02631, 4.86522, -2.13562], [1.90769, 3.71553, -1.59094], [-0.61176, -3.06641, -0.24241], [0.00884, -4.89749, -3.69220], [0.27600, 1.44850, 5.15016]],
  "forces_ev_per_a": [[0.236, 0.207, 0.304], [-0.307, 0.046, -0.089], [-0.055, 0.021, -0.012], [0.023, 0.018, -0.005], [-0.001, -0.025, -0.014], [0.006, 0.008, 0.016], [0.012, 0.002, 0.000], [0.010, 0.000, -0.001], [-0.007, 0.012, -0.001], [0.000, 0.002, -0.005], [0.001, 0.007, 0.001], [0.104, -0.403, -0.051], [-0.051, -0.019, 0.137], [-0.010, 0.023, -0.025], [0.046, 0.007, 0.042], [0.018, -0.014, 0.044], [0.062, -0.027, 0.000], [0.028, -0.029, -0.004], [-0.006, 0.061, -0.049], [0.008, 0.003, 0.012], [-0.039, 0.003, 0.012], [-0.085, 0.049, -0.022], [0.093, 0.038, 0.027], [-0.016, -0.001, 0.078], [-0.001, -0.006, 0.009], [0.007, 0.029, -0.016], [0.013, -0.030, 0.011], [0.009, -0.008, 0.001], [-0.024, -0.013, 0.026], [0.006, 0.002, 0.001], [0.020, 0.023, -0.011], [0.000, -0.018, -0.004], [-0.016, 0.016, -0.015], [-0.028, -0.010, 0.014], [-0.013, -0.014, 0.006], [-0.030, 0.066, -0.050], [-0.061, -0.014, -0.111], [0.045, 0.024, -0.032], [0.008, 0.044, -0.019], [0.035, -0.015, 0.015], [0.004, 0.031, -0.009], [0.017, -0.031, -0.136], [-0.009, 0.009, 0.011], [0.000, 0.002, -0.002], [-0.013, 0.001, -0.039], [-0.019, -0.002, 0.011], [0.027, -0.029, 0.046], [-0.050, 0.014, -0.006], [0.047, 0.055, -0.070], [-0.007, -0.010, 0.020], [-0.006, -0.009, -0.002], [0.010, 0.002, 0.005], [0.038, -0.018, -0.012], [-0.004, 0.013, -0.002], [-0.005, -0.020, 0.031], [-0.018, 0.009, 0.002], [-0.061, 0.027, -0.018], [0.037, -0.002, -0.015], [0.011, -0.010, -0.002], [-0.036, 0.024, 0.039], [-0.037, 0.028, -0.011], [-0.006, -0.014, 0.006], [-0.008, 0.005, -0.033], [-0.003, -0.004, -0.011], [-0.015, -0.017, -0.029], [-0.017, -0.044, -0.006], [-0.003, -0.004, -0.006], [0.013, -0.004, 0.000], [-0.003, -0.021, -0.001], [-0.025, 0.005, 0.027], [0.002, 0.004, -0.003], [-0.042, 0.027, -0.011], [0.020, -0.002, 0.012], [0.073, -0.043, 0.017], [-0.002, 0.001, 0.013], [0.000, -0.002, 0.001], [0.001, -0.003, -0.004], [0.003, 0.001, 0.010], [0.002, -0.003, 0.001], [0.001, -0.001, -0.001], [0.002, 0.001, -0.002], [0.000, 0.001, 0.001], [-0.002, -0.003, 0.000], [0.000, 0.001, 0.001], [0.007, -0.002, 0.005], [0.004, -0.004, -0.005], [0.002, 0.001, -0.001], [0.000, -0.001, -0.002], [0.002, 0.000, 0.000], [0.017, 0.008, -0.067], [0.003, -0.001, 0.004], [0.004, -0.009, 0.005], [0.004, 0.000, -0.003], [-0.007, -0.002, 0.002], [-0.002, 0.003, -0.003], [0.003, -0.003, 0.004], [-0.005, -0.001, -0.002], [-0.001, -0.001, 0.003], [-0.001, 0.001, -0.005], [-0.003, -0.011, 0.011], [-0.001, -0.001, 0.000], [0.005, 0.006, 0.001], [0.002, 0.007, 0.000], [-0.001, -0.001, -0.001], [-0.001, -0.004, -0.004], [0.002, 0.006, -0.001], [0.001, -0.002, 0.000], [0.000, 0.000, 0.000], [0.005, 0.004, -0.001], [0.000, -0.011, -0.003], [-0.002, -0.010, 0.009], [0.005, 0.001, 0.011]],
  "mulliken_spin": [-0.16, 0.00, 0.00, 0.00, 0.00, 0.00, 0.00, 0.00, 0.00, 0.00, 0.00, -0.01, 0.00, 0.02, 0.00, 0.00, 0.00, 0.00, 0.02, 0.00, 0.00, 0.00, 0.00, 0.00, 0.00, 0.00, 0.01, 0.00, 0.00, -0.05, 0.00, 0.00, 0.00, 0.00, 0.00, 0.00, 0.00, 0.17, 0.40, 0.00, 0.00, 0.00, 0.00, 0.00, 0.00, 0.00, 0.17, 0.00, 0.00, 0.00, 0.00, 0.00, 0.00, 0.00, 0.00, 0.00, 0.00, 0.00, 0.00, 0.00, 0.01, 0.05, 0.00, 0.00, 0.00, -0.01, 0.00, 0.00, 0.00, 0.00, 0.00, 0.26, 0.00, 0.00, 0.08, 0.00, 0.00, 0.00, 0.00, 0.00, 0.00, 0.00, 0.00, 0.00, 0.00, 0.00, 0.00, 0.00, 0.00, 0.00, 0.00, 0.00, 0.00, 0.01, 0.00, 0.01, 0.00, 0.00, 0.00, 0.00, 0.00, 0.00, 0.00, 0.00, 0.00, 0.00, 0.00, 0.00, 0.03, 0.00, 0.00, 0.00],
  "e_lumo_ha": [0.067, 0.063],
  "multiplicity": 2,
  "relative_energy_kcal_mol": 24.7,
  "energy_ha": -6795.6033,
  "gap_ev": [6.992, 6.885],
  "total_charge": -1,
  "molar_mass_da": 1261.79
}